{"formula": "C34H50Cl3GaN4O7PSSi4", "method": "ωB97M-V with the def2-TZVPD basis set", "symbols": ["Ga", "C", "O", "C", "C", "C", "C", "C", "C", "C", "N", "C", "C", "N", "C", "C", "C", "C", "N", "C", "C", "N", "C", "C", "C", "C", "H", "H", "H", "H", "H", "H", "H", "H", "H", "H", "H", "H", "H", "H", "C", "Si", "C", "C", "Si", "Si", "C", "C", "C", "Si", "C", "C", "C", "H", "H", "H", "H", "H", "H", "H", "H", "H", "H", "H", "H", "H", "H", "H", "H", "H", "H", "H", "H", "H", "H", "H", "H", "H", "H", "H", "C", "P", "C", "C", "H", "H", "H", "H", "H", "H", "H", "H", "H", "O", "S", "O", "O", "O", "Cl", "C", "Cl", "Cl", "C", "O", "O"], "coordinates": [[0.03884, 2.47910, 1.37914], [-3.19148, 4.33588, -11.35720], [-3.93136, 4.73405, -10.20183], [-3.52862, 4.14076, -9.02722], [-2.79636, 2.95008, -8.83909], [-2.46289, 2.50423, -7.57698], [-2.97080, 3.15480, -6.41413], [-3.52581, 4.39793, -6.65463], [-3.77752, 4.91258, -7.93355], [-3.04480, 2.54657, -5.12690], [-3.34710, 3.16221, -3.98630], [-2.99173, 2.32443, -2.95390], [-2.25854, 1.21933, -3.48348], [-2.48611, 1.30595, -4.87353], [-1.28999, 0.50651, -2.75469], [-0.48016, -0.58482, -3.09699], [0.57121, -0.88258, -2.21151], [0.94995, 0.01307, -1.24956], [0.22743, 1.14746, -0.93413], [-0.95721, 1.27590, -1.49795], [-1.91575, 2.15603, -0.90810], [-1.78312, 2.50281, 0.42970], [-2.81431, 3.21473, 1.01487], [-3.95335, 3.59942, 0.31616], [-4.09838, 3.39288, -1.04889], [-3.03232, 2.66536, -1.61958], [-3.49449, 3.28942, -11.62172], [-2.12641, 4.49332, -11.22959], [-3.49592, 5.03294, -12.17021], [-2.62957, 2.31342, -9.66437], [-1.89230, 1.59532, -7.42349], [-3.87402, 4.96586, -5.80826], [-4.30138, 5.86601, -8.02430], [-2.36910, 0.53866, -5.56492], [-0.68975, -1.24281, -3.97096], [1.07674, -1.83843, -2.32870], [1.85247, -0.27956, -0.72379], [-2.74729, 3.42363, 2.10256], [-4.83323, 3.86608, 0.88156], [-5.00821, 3.79126, -1.63782], [0.89450, -5.05813, 5.62772], [0.18605, -3.42631, 4.93835], [0.73571, -2.03189, 6.06196], [-1.64704, -3.47006, 4.78113], [1.28717, -3.28450, 2.75435], [3.65778, -4.08800, 3.19729], [4.16709, -2.91954, 4.58015], [3.85710, -5.86473, 3.86250], [4.57974, -3.91173, 1.59541], [0.31894, -4.76415, 1.07059], [-1.41232, -4.76204, 0.31173], [0.36052, -6.36967, 2.02283], [1.74133, -4.82809, -0.19644], [1.94727, -4.88668, 5.87837], [0.86914, -5.86565, 4.89181], [0.28489, -5.39445, 6.48742], [1.78364, -2.20097, 6.41526], [0.09571, -2.09174, 6.96066], [0.65021, -1.04006, 5.58206], [-1.97978, -3.45464, 5.90076], [-2.15456, -4.34206, 4.35623], [-2.07895, -2.55399, 4.32674], [4.91726, -2.19418, 4.25918], [4.54366, -3.46322, 5.52971], [3.36176, -2.28229, 5.05204], [2.94588, -6.29887, 4.16821], [4.55629, -5.95740, 4.71878], [4.23303, -6.43879, 3.05759], [4.11082, -3.29911, 0.81126], [4.77631, -4.93269, 1.22743], [5.49462, -3.42063, 1.73965], [-1.36117, -5.65594, -0.29802], [-1.66520, -3.85788, -0.31862], [-2.19974, -5.08961, 1.06409], [-0.61909, -6.88872, 1.79698], [0.47934, -6.41783, 3.07393], [1.05204, -7.09892, 1.51705], [2.62944, -5.29138, 0.17365], [2.04100, -3.90896, -0.73196], [1.46715, -5.56127, -1.02212], [3.33519, 2.05296, 1.32108], [2.13378, 3.37009, 0.88118], [2.27424, 3.94761, -0.90595], [2.63807, 4.87682, 1.72156], [2.92732, 1.00779, 1.03113], [3.48606, 1.94258, 2.38584], [4.31578, 2.00838, 0.78518], [1.72300, 3.28524, -1.58419], [3.31996, 4.13179, -1.18873], [1.81883, 4.94592, -0.81813], [2.24412, 4.96462, 2.71704], [2.25208, 5.73738, 1.11700], [3.75051, 4.95325, 1.77613], [0.34693, 0.67136, 2.19349], [-0.04931, -0.80087, 2.09422], [-0.65116, -1.27965, 3.31039], [1.44085, -1.67241, 2.07064], [-0.71009, -1.07322, 0.82244], [-2.19699, 4.91396, 5.23122], [-0.47544, 5.18044, 4.67447], [-0.24483, 6.47662, 3.59221], [0.61790, 5.44348, 6.04012], [-0.02981, 3.81457, 3.95824], [0.67070, 3.04776, 4.60232], [-0.46255, 3.73052, 2.73967]], "e_above_lowest_kcal_mol": 114.69, "total_energy_ha": -7274.27476, "charge": -1, "homo_ha": [-0.0544, -0.0669]}